Entry 1:
DFT (the ωB97M-V functional and the def2-TZVPD basis) results for a structure of composition C16H48K3O20P.

HOMO = -8.933 eV
Electronic energy = -116589.6374 eV
Largest force on an atom = 2.93 eV/Å
LUMO level = -0.42 eV

Each line ends with the Mulliken charge.
Positions of all 88 atoms, in Å:
K  -2.041  -1.811  1.278  0.994
K  -1.754  2.615  -2.522  1.095
K  1.413  0.288  2.220  0.986
P  -0.280  0.363  -0.343  -0.171
O  -1.436  -0.024  -1.207  0.199
O  0.642  1.427  -1.039  0.099
O  0.727  -0.784  -0.064  -1.147
O  -0.962  0.892  0.954  -0.387
C  4.317  -2.684  0.546  -0.097
C  5.802  -2.403  0.158  -0.635
O  6.658  -2.381  1.254  -0.555
O  3.635  -1.493  0.883  -0.406
H  4.223  -3.386  1.375  0.373
H  3.930  -3.163  -0.353  -0.001
H  5.914  -1.517  -0.467  0.259
H  6.077  -3.196  -0.538  0.419
H  6.278  -1.629  1.715  0.348
H  3.230  -1.029  0.147  0.217
C  2.818  0.774  -3.397  -0.084
C  2.594  -0.740  -3.255  -0.448
O  2.677  -1.221  -1.885  -0.536
O  1.596  1.558  -3.413  -0.625
H  3.357  0.964  -4.325  0.506
H  3.363  1.148  -2.530  -0.145
H  3.470  -1.232  -3.677  0.386
H  1.746  -1.124  -3.823  0.129
H  1.879  -1.077  -1.371  0.091
H  1.192  1.446  -2.550  0.271
C  -2.597  -0.848  -4.332  -0.355
C  -2.662  -2.420  -3.992  -0.240
O  -1.461  -3.032  -4.379  -0.604
O  -1.406  -0.206  -3.871  -0.459
H  -3.475  -0.280  -4.022  0.203
H  -2.437  -0.570  -5.374  0.361
H  -3.518  -2.943  -4.419  0.415
H  -2.635  -2.511  -2.907  0.038
H  -0.779  -2.678  -3.804  0.357
H  -1.401  -0.212  -2.911  0.030
C  -0.692  4.682  3.981  -0.573
C  -0.467  3.438  3.154  0.558
O  -0.827  3.591  1.751  -0.568
O  -2.026  5.048  4.080  -0.542
H  -0.173  5.528  3.530  0.316
H  -0.259  4.502  4.965  0.328
H  -1.045  2.679  3.681  -0.386
H  0.500  2.939  3.211  0.059
H  -0.934  2.669  1.505  0.613
H  -2.441  4.757  3.264  0.337
C  0.415  -4.041  0.597  -0.657
C  0.502  -3.894  -0.970  -0.399
O  -0.388  -2.908  -1.382  -0.362
O  0.486  -2.857  1.306  -0.617
H  1.224  -4.720  0.865  0.375
H  -0.461  -4.601  0.927  0.351
H  0.277  -4.913  -1.284  0.442
H  1.513  -3.674  -1.314  0.171
H  -0.074  -2.028  -1.161  0.195
H  0.640  -2.168  0.657  0.393
C  -2.665  0.518  3.884  -0.458
C  -3.141  -0.765  4.528  -0.644
O  -3.626  -1.703  3.567  -0.497
O  -1.381  0.333  3.309  -0.356
H  -2.626  1.280  4.663  0.387
H  -3.468  0.971  3.303  0.298
H  -4.065  -0.511  5.047  0.350
H  -2.448  -1.237  5.224  0.370
H  -3.756  -2.542  4.016  0.278
H  -1.348  0.589  2.384  0.236
C  3.357  3.002  -0.297  -0.666
C  2.195  3.932  0.042  -0.096
O  1.185  3.859  -0.975  -0.690
O  3.008  1.640  0.048  -0.465
H  4.160  3.273  0.388  0.394
H  3.793  3.091  -1.292  0.292
H  2.576  4.953  0.066  0.457
H  1.743  3.538  0.952  -0.199
H  0.902  2.942  -0.982  0.550
H  2.211  1.377  -0.418  0.079
C  -4.374  0.742  0.372  0.085
C  -4.660  -0.217  -0.808  -0.404
O  -3.630  -1.167  -1.015  -0.553
O  -3.408  1.745  0.033  -0.509
H  -3.973  0.058  1.120  -0.305
H  -5.280  1.092  0.868  0.464
H  -4.774  0.311  -1.755  0.106
H  -5.611  -0.699  -0.582  0.442
H  -2.807  -0.674  -1.037  0.089
H  -2.549  1.359  0.224  0.056

Entry 2:
DFT (the ωB97M-V functional and the def2-TZVPD basis) results for a cluster of 8 separate species, C16H48O10 in total.

SMILES = OCCO.OCCO.CCO.CCO.CCO.CCO.CCO.CCO
HOMO = -9.880 eV
Electronic energy = -37842.3029 eV
Largest force on an atom = 3.18 eV/Å
LUMO level = 0.50 eV

Each line ends with the Mulliken charge.
Positions of all 74 atoms, in Å:
C  2.193  -2.278  -0.178  -0.579
C  2.431  -3.107  1.119  -0.174
O  1.443  -4.102  1.619  -0.603
H  2.345  -2.743  -1.181  0.433
H  2.838  -1.370  -0.139  0.294
H  1.164  -1.891  -0.216  -0.089
H  2.569  -2.447  1.980  0.115
H  3.382  -3.652  1.000  0.431
H  1.583  -4.920  1.153  0.283
C  -1.783  0.401  -2.070  -0.990
C  -2.213  -0.331  -0.842  -0.490
O  -1.055  -0.487  -0.001  -0.059
H  -0.877  -0.101  -2.467  0.205
H  -1.572  1.462  -1.800  0.098
H  -2.451  0.382  -2.885  0.682
H  -2.651  -1.317  -1.120  0.283
H  -3.048  0.216  -0.280  0.327
H  -1.268  -0.543  0.943  0.011
C  0.613  2.398  -4.275  -0.330
C  -0.693  2.082  -4.976  -0.224
O  -0.710  2.465  -6.362  -0.559
H  1.436  1.964  -4.823  0.313
H  0.663  2.076  -3.249  -0.150
H  0.780  3.490  -4.283  0.262
H  -1.585  2.515  -4.492  0.214
H  -0.721  1.000  -4.897  0.191
H  -0.428  1.653  -6.829  0.335
C  2.621  2.180  4.115  -1.180
C  2.545  0.902  3.308  0.374
O  1.589  0.094  4.028  -0.559
H  1.727  2.776  4.007  0.217
H  3.497  2.688  3.672  0.339
H  2.800  1.928  5.156  0.378
H  3.540  0.397  3.210  0.434
H  2.138  1.001  2.258  -0.182
H  1.611  -0.843  3.732  0.235
C  -1.277  2.666  2.891  -0.613
C  -2.085  2.684  1.630  0.792
O  -3.129  3.652  1.781  -0.617
H  -0.320  2.145  2.783  -0.480
H  -1.801  2.364  3.785  0.487
H  -0.925  3.756  3.060  0.320
H  -2.552  1.681  1.545  -0.115
H  -1.415  2.873  0.772  -0.182
H  -3.457  3.938  0.923  0.330
C  -1.196  -3.777  -3.970  -0.518
C  -0.346  -4.763  -3.180  -0.381
O  0.860  -4.178  -2.666  -0.478
H  -0.621  -3.373  -4.831  0.237
H  -1.525  -2.978  -3.291  -0.030
H  -2.098  -4.364  -4.299  0.324
H  0.000  -5.588  -3.758  0.314
H  -0.926  -5.196  -2.364  0.279
H  0.703  -3.588  -1.942  0.205
C  -2.209  -1.617  3.346  -0.661
C  -1.339  -2.827  2.930  -0.107
O  -0.157  -2.808  3.784  -0.598
O  -1.609  -0.401  2.872  -0.384
H  -2.295  -1.635  4.453  0.363
H  -3.266  -1.736  2.999  0.376
H  -0.963  -2.812  1.931  0.105
H  -1.874  -3.758  3.074  0.341
H  0.571  -3.265  3.333  0.317
H  -0.790  -0.174  3.337  0.193
C  1.632  2.426  0.090  0.012
C  1.325  3.610  -0.781  -0.625
O  -0.123  3.626  -1.081  -0.473
O  1.322  1.181  -0.499  -0.410
H  1.070  2.671  0.997  -0.164
H  2.702  2.451  0.433  0.422
H  1.849  3.427  -1.738  0.309
H  1.664  4.579  -0.295  0.363
H  -0.260  4.298  -1.737  0.260
H  0.405  0.874  -0.250  0.203

- Which value of LUMO level does entry 1 give?
  -0.42 eV